Computed, not measured: a cluster of 2 separate species, ClH2O2PS in total at a distorted geometry, with the ωB97M-V functional and the def2-TZVPD basis.

Geometry as XYZ:
```
7
Properties=species:S:1:pos:R:3:lowdin_charge:R:1
O -1.869 0.577 -0.590 -0.01
H -2.441 1.243 -0.361 0.00
Cl 1.190 1.125 -0.583 0.35
O 1.656 -0.322 1.819 -0.39
H -2.017 -0.056 0.029 -0.02
S 1.845 -2.040 -0.735 0.25
P 1.636 -0.526 0.421 -0.18
```

- SMILES string = O=P(=S)Cl.O
- gap between HOMO and LUMO (eV) = 9.753
- max |F| (eV Å⁻¹) = 4.47
- lowest unoccupied orbital energy (eV) = -0.4
- E_tot (eV) = -36774.741